Entry 1:
One molecule with the formula C3H2OS at a distorted geometry, computed with ωB97M-V/def2-TZVPD.

Last column: Mulliken charge in e.
Atoms and positions in Å:
C 0.20 -0.03 -0.18  -1.013
C 1.35 0.66 -0.03  0.772
C 2.42 1.34 0.30  -0.223
O 4.25 2.65 1.53  -0.383
S 3.98 1.90 0.32  0.254
H -0.33 -0.11 0.72  0.300
H 0.23 -0.88 -0.85  0.293

Kohn-Sham gap (spin up / spin down) ... 7.88 / 7.79 eV
Highest occupied orbital energy (spin up / spin down) ... -7.52 / -10.44 eV
2S+1 ... 3
Net charge ... 0

Entry 2:
A 12-piece molecular cluster, C3H30O11S overall at a distorted geometry, computed with ωB97M-V/def2-TZVPD.

Last column: Mulliken charge in e.
Atoms and positions in Å:
C -1.18 0.02 -1.97  -1.151
C -1.21 1.00 -0.78  0.071
S -2.13 2.52 -1.33  -0.133
C -1.49 3.88 -0.31  -0.617
H -0.13 -0.25 -2.26  0.072
H -1.40 0.49 -2.99  0.449
H -1.85 -0.85 -1.82  0.182
H -0.22 1.24 -0.40  -0.107
H -1.70 0.61 0.04  0.750
H -2.41 4.47 0.03  0.306
H -0.95 3.59 0.64  0.111
H -0.90 4.55 -0.89  0.281
H 0.15 1.97 2.32  0.417
H 1.16 3.04 2.66  0.204
O 0.81 2.59 1.99  -0.625
H 2.28 1.62 -0.58  0.471
H 2.13 2.12 0.77  0.326
O 2.69 1.57 0.41  -0.795
H 1.39 -2.32 3.61  0.241
H 0.41 -2.35 2.48  0.390
O 1.22 -1.89 2.85  -0.672
H 1.40 -3.47 -0.87  0.234
H 1.86 -1.83 -0.29  0.392
O 1.34 -2.47 -0.90  -0.892
H 2.41 -1.69 -3.57  0.313
H 1.84 -1.68 -2.30  0.389
O 2.15 -1.07 -2.93  -0.584
H -0.77 -2.90 1.33  0.549
H -1.71 -3.32 2.32  0.334
O -0.74 -3.53 2.09  -0.774
H -1.33 -1.66 -0.35  0.179
H 0.11 -1.82 0.03  0.563
O -0.73 -1.61 0.42  -0.657
H 1.91 1.20 -2.55  0.255
H 0.85 2.38 -2.39  0.256
O 1.45 1.81 -1.96  -0.650
H -4.37 -1.05 -0.38  0.324
H -4.11 -1.42 -1.76  0.298
O -4.04 -1.80 -0.90  -0.624
H 0.07 0.17 2.97  0.293
H -0.94 0.17 1.80  0.260
O -0.89 0.33 2.75  -0.777
H 2.68 -0.06 0.65  0.534
H 2.26 -1.24 1.62  0.354
O 2.61 -1.01 0.71  -0.742

Kohn-Sham gap ... 8.90 eV
Highest occupied orbital energy ... -8.60 eV
2S+1 ... 1
Net charge ... 0
SMILES string ... CCSC.O.O.O.O.O.O.O.O.O.O.O

Entry 3:
A 13-piece molecular cluster, C3H30O13 overall at a distorted geometry, computed with ωB97M-V/def2-TZVPD.

Last column: Mulliken charge in e.
Atoms and positions in Å:
C -0.22 0.41 -0.45  -0.098
O 0.37 1.15 0.66  -0.707
C -1.52 1.00 -0.90  0.454
C -1.60 1.64 -2.05  -1.044
H -0.49 -0.54 0.02  -0.010
H 0.60 0.40 -1.18  0.258
H -0.31 1.37 1.33  0.389
H -2.49 0.74 -0.45  0.240
H -2.44 2.15 -2.49  0.248
H -0.77 2.02 -2.67  0.268
H 1.78 3.87 -0.03  0.324
H 1.39 2.43 0.47  0.466
O 1.93 2.93 -0.16  -0.702
H -4.33 -1.19 0.24  0.247
H -2.93 -1.67 -0.39  0.308
O -3.39 -0.97 0.14  -0.579
H 3.42 -0.74 -0.10  0.318
H 3.22 0.11 -1.45  0.346
O 3.57 -0.73 -1.07  -0.657
H 2.56 -2.80 -2.80  0.300
H 3.13 -2.65 -1.31  0.357
O 2.65 -3.20 -1.94  -0.695
H -1.13 -1.83 2.98  0.331
H -2.26 -2.42 2.17  0.309
O -1.88 -2.42 3.04  -0.642
H 0.29 -4.01 -0.88  0.281
H 1.02 -2.67 -1.16  0.397
O 0.20 -3.06 -0.81  -0.618
H -1.82 -1.66 -2.50  0.262
H -1.52 -2.94 -1.65  0.337
O -2.13 -2.20 -1.76  -0.642
H 2.29 -2.02 3.03  0.282
H 1.79 -0.69 2.27  0.312
O 1.83 -1.19 3.11  -0.617
H 2.46 2.25 -1.48  0.425
H 2.66 1.78 -2.96  0.307
O 3.04 1.71 -2.08  -0.756
H -0.10 4.04 -1.61  0.314
H 0.14 3.03 -0.49  0.340
O -0.37 3.82 -0.71  -0.660
H -0.93 1.30 3.85  0.280
H 0.46 1.05 3.99  0.328
O -0.11 1.81 3.80  -0.624
H -3.01 0.67 2.63  0.293
H -2.76 -0.21 1.50  0.196
O -2.28 0.11 2.31  -0.466

Kohn-Sham gap ... 10.01 eV
Highest occupied orbital energy ... -9.95 eV
2S+1 ... 1
Net charge ... 0

Entry 4:
C3H31BeO13 as an isolated structure at a distorted geometry, computed with ωB97M-V/def2-TZVPD.

Last column: Mulliken charge in e.
Atoms and positions in Å:
Be -1.37 -0.89 -1.94  -0.184
C -0.24 2.03 0.19  -1.030
C -0.45 0.52 0.16  2.396
C -1.79 0.04 0.76  -2.370
O -0.42 -0.02 -1.16  -0.271
H -0.11 2.35 1.24  0.476
H -1.00 2.56 -0.37  0.430
H 0.68 2.31 -0.39  -0.420
H 0.38 -0.04 0.62  -0.754
H -2.05 0.50 1.80  0.371
H -1.78 -0.99 0.78  0.568
H -2.59 0.33 0.14  0.512
O -0.44 -1.50 -3.33  -0.188
H -0.37 -2.43 -3.32  0.304
H 0.40 -1.23 -3.64  0.338
O 1.93 -2.21 0.24  -0.675
H 2.18 -1.29 0.00  0.536
H 1.19 -2.16 0.82  0.246
O 2.06 1.39 2.58  -0.605
H 2.95 1.36 2.94  0.249
H 1.47 0.92 3.20  0.299
O -1.65 -2.34 -1.20  -0.271
H -2.29 -3.03 -1.46  0.383
H -1.09 -2.75 -0.57  0.314
O 2.34 3.61 1.12  -0.660
H 1.82 3.83 0.35  0.361
H 1.75 2.94 1.53  0.280
O -0.38 -2.91 1.45  -0.567
H 0.05 -3.66 1.92  0.253
H -1.31 -2.82 1.70  0.251
O 0.26 -0.62 3.47  -0.688
H -0.52 -0.66 2.90  0.272
H 0.90 -1.27 3.17  0.331
O -2.71 -0.02 -2.51  -0.135
H -2.91 0.73 -3.06  0.322
H -3.61 -0.36 -2.42  0.315
O 1.85 1.17 -2.40  -0.787
H 2.02 0.86 -1.50  0.425
H 0.95 0.92 -2.38  0.366
O 2.90 0.56 0.09  -0.668
H 3.77 0.36 0.41  0.258
H 2.44 1.01 0.84  0.416
O -3.44 -2.78 1.44  -0.566
H -3.80 -2.05 0.94  0.284
H -4.15 -3.30 1.86  0.290
O 1.85 3.94 -2.13  -0.629
H 1.67 3.05 -2.32  0.316
H 2.68 4.08 -2.57  0.310

Kohn-Sham gap ... 8.40 eV
Highest occupied orbital energy ... -12.39 eV
2S+1 ... 1
Net charge ... +1

Entry 5:
A 12-piece molecular cluster, C3H31N3O12 overall at a distorted geometry, computed with ωB97M-V/def2-TZVPD.

Last column: Mulliken charge in e.
Atoms and positions in Å:
O 1.77 1.49 -0.18  -0.705
C 0.89 2.03 0.47  -0.050
N 1.13 3.21 1.10  -0.238
C -0.51 1.44 0.63  -0.020
N -0.73 1.10 2.07  -0.082
C -1.74 0.08 2.20  -0.593
N -1.20 -1.20 2.73  -0.631
H 2.01 3.68 1.05  0.241
H 0.31 3.67 1.45  0.121
H -1.33 2.12 0.42  0.486
H -0.58 0.63 -0.10  -0.090
H 0.20 1.03 2.47  0.287
H -2.52 0.40 2.91  0.260
H -2.34 -0.05 1.31  0.416
H -0.36 -0.94 3.23  0.244
H -0.92 -1.80 1.96  0.304
H -2.89 -2.16 -1.74  0.439
H -4.37 -2.54 -1.48  0.297
O -3.78 -2.19 -2.15  -0.634
H 0.01 2.91 -2.46  0.244
H -1.19 1.63 -2.60  0.268
O -0.35 2.04 -2.41  -0.588
H -1.66 3.70 1.85  0.358
H -2.82 4.09 0.87  0.299
O -1.96 4.36 1.21  -0.661
H 0.21 0.21 -3.22  0.338
H 1.71 0.19 -3.04  0.300
O 0.96 -0.40 -3.21  -0.576
H -0.66 -2.85 -1.47  0.215
H -0.50 -1.42 -1.42  0.259
O -1.23 -2.06 -1.35  -0.620
H 1.17 0.77 4.89  0.299
H 2.48 0.65 4.12  0.400
O 1.70 1.23 4.24  -0.680
H 3.55 -0.75 0.15  0.202
H 2.76 0.13 -0.79  0.505
O 3.09 -0.79 -0.69  -0.671
H 0.64 -5.09 -1.56  0.320
H -0.37 -4.59 -0.53  0.320
O 0.17 -5.35 -0.76  -0.607
H 3.93 0.37 2.81  0.336
H 3.19 -1.02 2.87  0.332
O 3.71 -0.38 3.37  -0.703
H 1.48 -2.62 -2.71  0.337
H 2.09 -2.05 -1.43  0.314
O 1.70 -2.87 -1.81  -0.601
H -2.50 -0.60 -3.99  0.301
H -2.10 0.24 -5.12  0.313
O -2.27 0.33 -4.17  -0.609

Kohn-Sham gap ... 9.19 eV
Highest occupied orbital energy ... -9.19 eV
2S+1 ... 1
Net charge ... 0
SMILES string ... NCNCC(N)=O.O.O.O.O.O.O.O.O.O.O.O

Entry 6:
A 13-piece molecular cluster, C3H31N3O14 overall at a distorted geometry, computed with ωB97M-V/def2-TZVPD.

Last column: Mulliken charge in e.
Atoms and positions in Å:
O 2.82 -2.51 0.38  -0.628
C 1.84 -2.49 1.12  0.112
N 2.01 -2.55 2.46  -0.347
C 0.43 -2.27 0.54  -0.958
N -0.17 -0.97 0.54  0.794
C -0.08 -0.18 -0.58  0.024
N 0.41 -0.67 -1.74  0.056
O -0.38 1.01 -0.51  -0.800
H 2.90 -2.60 2.91  0.266
H 1.25 -2.25 3.05  0.167
H -0.17 -2.89 1.20  0.577
H 0.55 -2.75 -0.42  0.556
H -0.60 -0.60 1.37  -0.184
H 0.56 -1.64 -1.97  0.216
H 0.38 -0.02 -2.52  0.267
H 2.51 0.07 -3.48  0.419
H 2.94 -0.43 -2.14  0.347
O 2.99 -0.69 -3.08  -0.735
H -1.63 -0.34 3.46  0.241
H -1.81 -1.85 3.39  0.237
O -1.22 -1.14 3.11  -0.511
H -4.50 0.05 1.77  0.265
H -3.77 0.47 0.53  0.402
O -4.45 -0.15 0.83  -0.615
H -0.86 3.51 2.68  0.316
H -0.90 3.14 1.19  0.604
O -0.53 3.79 1.82  -0.718
H 0.92 2.04 -1.20  0.362
H 2.03 3.16 -0.87  0.429
O 1.85 2.28 -1.28  -0.763
H 2.28 -3.18 -1.82  0.343
H 1.99 -2.31 -2.91  0.396
O 1.77 -3.22 -2.65  -0.709
H 1.24 3.69 0.95  0.382
H 1.12 5.03 0.36  0.320
O 1.75 4.29 0.37  -0.691
H -3.51 0.82 -2.68  0.263
H -2.13 0.62 -2.15  0.292
O -3.05 0.54 -1.88  -0.572
H 0.24 0.90 3.22  0.332
H 0.59 1.57 4.64  0.284
O -0.09 1.25 4.05  -0.621
H -1.59 1.72 1.03  0.062
H -2.31 2.01 -0.17  0.453
O -2.49 1.96 0.78  -0.750
H 1.73 1.91 -2.81  0.394
H 1.13 2.15 -4.35  0.233
O 1.17 1.56 -3.59  -0.720
H -2.28 -2.35 -0.07  0.318
H -3.46 -1.61 -0.70  0.273
O -3.10 -2.51 -0.57  -0.683

Kohn-Sham gap ... 9.62 eV
Highest occupied orbital energy ... -9.94 eV
2S+1 ... 1
Net charge ... 0

Entry 7:
A 13-piece molecular cluster, C3H32N2O13 overall at a distorted geometry, computed with ωB97M-V/def2-TZVPD.

Last column: Mulliken charge in e.
Atoms and positions in Å:
N 0.12 2.40 -1.62  -0.618
C -0.69 1.30 -2.09  -0.683
C -0.57 -0.05 -1.38  0.776
N -0.27 0.06 -0.09  1.318
C 0.10 -1.10 0.66  -0.478
O -0.83 -1.05 -2.08  -0.915
H 1.15 2.32 -1.68  0.336
H -0.05 2.54 -0.65  0.092
H -1.80 1.59 -1.93  0.150
H -0.48 1.14 -3.16  0.363
H -0.15 0.98 0.36  -0.412
H -0.38 -1.98 0.21  0.483
H 1.21 -1.21 0.63  -0.007
H -0.16 -0.94 1.70  -0.009
H 2.73 0.42 2.14  0.271
H 2.73 1.79 1.50  0.331
O 3.27 1.01 1.62  -0.645
H 0.31 0.14 3.35  0.327
H 1.30 0.25 4.42  0.253
O 1.30 0.41 3.47  -0.658
H 3.07 0.69 -1.73  0.280
H 2.27 -0.29 -2.54  0.268
O 2.20 0.27 -1.77  -0.432
H 0.43 2.09 2.58  0.250
H 0.48 3.41 2.01  0.281
O 0.71 2.49 1.75  -0.575
H 0.55 -3.03 -3.39  0.327
H -0.05 -2.69 -2.12  0.397
O 0.77 -3.14 -2.45  -0.715
H -3.39 -0.37 -2.03  0.327
H -4.59 -0.54 -1.09  0.303
O -4.04 0.15 -1.51  -0.646
H -1.95 -0.19 3.16  0.357
H -1.48 -1.14 4.30  0.267
O -1.19 -0.36 3.80  -0.659
H -2.56 2.79 0.01  0.313
H -3.32 1.49 -0.18  0.341
O -2.90 2.04 0.53  -0.693
H 2.42 -2.55 -2.15  0.402
H 3.15 -1.92 -1.04  0.298
O 3.33 -2.46 -1.80  -0.677
H -3.15 0.31 1.42  0.334
H -2.77 -1.18 0.84  0.292
O -2.67 -0.53 1.60  -0.621
H -1.97 -1.88 -0.98  0.143
H -3.22 -2.97 -0.90  0.246
O -2.66 -2.32 -0.45  -0.686
H 4.64 -0.14 -0.68  0.320
H 4.38 1.13 0.17  0.422
O 4.67 0.81 -0.73  -0.739

Kohn-Sham gap ... 9.23 eV
Highest occupied orbital energy ... -9.24 eV
2S+1 ... 1
Net charge ... 0

Look up the net charge of the seventh one. 0

What is the formula in the seventh record? C3H32N2O13